Entry 1:
A gas-phase ion, C2H6O2PS2 (charge +1) in a non-equilibrium geometry, computed with ωB97M-V/def2-TZVPD.

Geometry as XYZ:
```
13
Properties=species:S:1:pos:R:3:forces:R:3:nbo_charge:R:1
C 2.862 1.186 0.083 -0.59 0.80 -1.47 0.215
C -1.048 -1.074 0.515 -0.66 0.95 -1.45 -0.110
O 3.420 0.681 0.977 0.52 -0.38 0.82 -0.433
O -1.117 -1.749 -0.726 0.68 0.74 1.16 -0.696
P 1.741 0.109 -1.227 -0.01 -0.44 1.55 0.602
S -0.286 0.676 0.182 0.80 -1.26 0.97 0.131
S 2.310 -1.696 -0.268 -1.63 -0.27 -1.23 -0.200
H 2.938 2.263 -0.166 -0.16 -0.13 0.08 0.167
H -2.116 -0.961 0.898 1.77 0.24 0.19 0.241
H -0.277 -1.469 1.180 -0.43 -0.08 0.21 0.219
H -1.868 -2.317 -0.597 -0.62 -0.76 -0.58 0.496
H -1.169 1.232 -0.626 -0.41 -0.04 -0.76 0.184
H 3.542 -1.352 0.012 0.75 0.63 0.50 0.183
```
Forces are in eV/Å.

Calculated values
- energy relative to the best compared isomer or geometry (same formula, charge and spin) (kcal per mole) = 41.8
- frontier orbital gap (eV) = 7.9
- charge = +1
- M (g mol⁻¹) = 157.176

Entry 2:
2 unconnected molecules or ions with the total composition C2H6O2S, computed with ωB97M-V/def2-TZVPD.

Geometry as XYZ:
```
11
Properties=species:S:1:pos:R:3:forces:R:3:nbo_charge:R:1
O -1.209 1.218 -1.154 0.01 0.31 0.04 -0.558
C -1.161 0.079 -1.490 -0.12 -0.30 -0.16 0.650
O -0.153 -0.422 -2.227 0.16 0.38 0.08 -0.677
H -1.949 -0.659 -1.278 0.01 -0.02 0.15 0.094
H -0.188 -1.379 -2.188 -0.03 -0.36 -0.11 0.487
C 0.509 0.524 1.635 0.17 -0.02 0.28 -0.728
S 0.945 -1.155 1.091 0.07 0.20 -0.20 -0.070
H 0.452 1.213 0.801 -0.04 0.00 -0.09 0.237
H -0.458 0.486 2.126 -0.11 -0.11 -0.06 0.225
H 1.235 0.866 2.368 0.04 0.08 -0.04 0.214
H 1.979 -0.771 0.316 -0.16 -0.16 0.13 0.126
```
Forces are in eV/Å.

Calculated values
- energy relative to the best compared isomer or geometry (same formula, charge and spin) (kcal per mole) = 5.1
- frontier orbital gap (eV) = 9.8
- SMILES string = O=CO.CS
- charge = 0
- M (g mol⁻¹) = 94.135

Entry 3:
2 unconnected molecules or ions with the total composition C2H6O2S3 in a non-equilibrium geometry, computed with ωB97M-V/def2-TZVPD.

Geometry as XYZ:
```
13
Properties=species:S:1:pos:R:3:forces:R:3:nbo_charge:R:1
C -1.145 -0.320 -0.980 -0.47 -2.21 3.44 -0.023
C 0.939 0.559 0.575 -0.69 -0.70 -0.18 -0.109
O -1.994 0.347 -0.179 -0.76 0.73 -1.59 -0.718
O 1.257 1.872 0.293 -0.86 -0.45 0.59 -0.715
S -1.207 -2.092 -0.830 0.47 0.35 -0.61 -0.027
S 2.082 -0.725 0.293 1.29 0.22 -0.08 -0.019
S -0.020 0.453 2.055 -0.16 2.12 -0.62 -0.009
H -0.619 -0.007 -1.797 0.70 1.78 -1.86 0.178
H -1.857 0.251 0.777 0.64 -0.39 0.10 0.488
H 2.041 1.986 -0.219 0.95 -0.23 -0.73 0.493
H -0.376 -2.318 -1.893 -0.43 0.03 0.56 0.135
H 1.270 -1.784 0.204 -0.55 0.14 -0.11 0.153
H -0.372 1.779 1.701 -0.13 -1.39 1.07 0.175
```
Forces are in eV/Å.

Calculated values
- energy relative to the best compared isomer or geometry (same formula, charge and spin) (kcal per mole) = 71.0
- frontier orbital gap (alpha / beta) (eV) = 7.2 / 7.5
- charge = 0
- M (g mol⁻¹) = 158.269

Entry 4:
2 unconnected molecules or ions with the total composition C2H6O2SSi in a non-equilibrium geometry, computed with ωB97M-V/def2-TZVPD.

Geometry as XYZ:
```
12
Properties=species:S:1:pos:R:3:forces:R:3:nbo_charge:R:1
C 0.293 -0.720 -1.030 0.94 -0.54 -0.66 0.751
C -2.308 -1.132 -1.196 0.80 1.07 -0.20 -0.559
O 0.932 -0.677 -2.042 -0.83 0.19 1.40 -0.553
O 0.794 -0.816 0.245 -0.84 -0.23 -0.79 -0.898
Si 1.922 0.185 1.006 0.05 1.20 -4.65 1.189
S -2.974 0.369 -1.705 -0.26 -0.38 -0.52 0.099
H -2.038 -1.233 -0.187 -0.03 -0.33 1.04 0.205
H -2.575 -1.976 -1.779 0.02 -0.63 -0.39 0.206
H 2.055 -0.360 2.246 0.73 -1.03 2.28 -0.189
H 3.050 0.403 -0.084 -0.63 -0.48 1.58 -0.160
H 1.248 1.465 1.000 -0.14 0.65 0.46 -0.210
H -2.341 1.083 -0.802 0.20 0.53 0.46 0.118
```
Forces are in eV/Å.

Calculated values
- energy relative to the best compared isomer or geometry (same formula, charge and spin) (kcal per mole) = 71.5
- frontier orbital gap (alpha / beta) (eV) = 8.6 / 7.2
- charge = 0
- M (g mol⁻¹) = 122.221

Entry 5:
A molecular structure, C2H6O3S2 in a non-equilibrium geometry, computed with ωB97M-V/def2-TZVPD.

Geometry as XYZ:
```
13
Properties=species:S:1:pos:R:3:forces:R:3:nbo_charge:R:1
C -1.647 -0.532 -0.799 -0.97 -0.52 -2.22 -0.641
C -0.173 -0.449 -0.608 0.53 1.99 -1.74 -0.588
O -0.250 0.869 1.629 -0.21 0.31 -0.20 -0.913
O -0.438 2.270 -0.458 0.93 -0.59 0.49 -0.876
O 2.626 -0.633 1.259 0.11 0.56 -2.27 -0.837
S 2.745 0.937 0.699 -2.17 -0.41 -0.52 0.249
S 0.130 1.148 0.265 1.14 -0.07 0.31 1.924
H -2.148 -0.783 0.058 -1.28 -0.65 2.31 0.222
H -2.038 0.425 -1.118 0.02 0.39 -0.09 0.236
H -2.039 -1.231 -1.605 1.11 0.49 0.89 0.231
H 0.211 -0.381 -1.657 0.75 -0.17 1.30 0.248
H 0.354 -0.987 0.145 0.18 -1.58 -0.19 0.256
H 2.667 -0.653 2.189 -0.14 0.24 1.93 0.487
```
Forces are in eV/Å.

Calculated values
- energy relative to the best compared isomer or geometry (same formula, charge and spin) (kcal per mole) = 53.1
- frontier orbital gap (alpha / beta) (eV) = 7.7 / 7.7
- charge = 0
- M (g mol⁻¹) = 142.201

Entry 6:
2 unconnected molecules or ions with the total composition C2H6O4 in a non-equilibrium geometry, computed with ωB97M-V/def2-TZVPD.

Geometry as XYZ:
```
12
Properties=species:S:1:pos:R:3:forces:R:3:nbo_charge:R:1
O -0.711 2.709 1.708 1.98 -1.41 -0.32 -0.578
C 0.283 2.197 2.199 -1.46 0.66 0.02 0.642
O 1.201 1.325 1.616 -2.00 2.02 1.32 -0.499
C 0.965 1.048 0.278 0.04 -2.20 -3.13 0.187
O 0.000 0.000 0.000 -0.06 1.28 0.88 -0.719
H 0.441 2.453 3.265 0.93 -0.71 -0.45 0.144
H 1.921 0.616 -0.076 -0.48 0.33 0.24 0.176
H 0.663 1.832 -0.442 0.43 0.55 1.28 0.173
H -0.865 0.450 -0.097 0.63 -0.48 0.17 0.474
O -0.896 6.664 4.052 -0.44 -0.43 -1.04 -0.943
H -0.576 6.843 3.139 -0.39 -0.23 0.97 0.471
H -1.671 6.070 3.931 0.84 0.63 0.06 0.472
```
Forces are in eV/Å.

Calculated values
- energy relative to the best compared isomer or geometry (same formula, charge and spin) (kcal per mole) = 22.9
- frontier orbital gap (eV) = 11.8
- SMILES string = O=COCO.O
- charge = 0
- M (g mol⁻¹) = 94.066

Entry 7:
A molecular structure, C2H6O4P in a non-equilibrium geometry, computed with ωB97M-V/def2-TZVPD.

Geometry as XYZ:
```
13
Properties=species:S:1:pos:R:3:forces:R:3:nbo_charge:R:1
C 1.514 0.320 -0.735 1.46 -0.19 0.06 -0.109
C 1.449 -0.484 0.588 1.35 -0.55 -0.44 -0.117
O 0.205 0.837 -0.974 -0.95 0.33 -0.41 -0.736
O 0.224 -0.135 1.218 -1.13 0.24 0.48 -0.734
O -3.146 -1.285 -0.277 0.50 0.90 0.77 -0.475
O -1.595 1.625 0.622 -0.12 0.56 0.21 -0.929
P -0.786 0.413 0.149 -0.19 -0.99 -0.16 2.170
H 2.184 1.182 -0.663 -0.19 -0.15 0.00 0.230
H 1.820 -0.298 -1.583 -0.17 0.13 0.17 0.231
H 1.475 -1.565 0.412 -0.10 0.22 0.07 0.218
H 2.254 -0.219 1.277 -0.17 -0.01 -0.15 0.243
H -3.126 -1.871 -1.037 0.00 -0.49 -0.64 0.439
H -2.472 1.478 1.004 -0.29 0.00 0.02 0.569
```
Forces are in eV/Å.

Calculated values
- energy relative to the best compared isomer or geometry (same formula, charge and spin) (kcal per mole) = 75.3
- frontier orbital gap (alpha / beta) (eV) = 9.1 / 9.2
- charge = +1
- M (g mol⁻¹) = 125.040

Entry 8:
A single C2H6O4S molecule in a non-equilibrium geometry, computed with ωB97M-V/def2-TZVPD.

Geometry as XYZ:
```
13
Properties=species:S:1:pos:R:3:forces:R:3:nbo_charge:R:1
O -2.637 2.053 0.419 1.68 -0.53 -0.08 -0.906
S -2.066 0.813 -0.047 -1.97 1.71 0.10 2.199
O -2.298 -0.382 0.685 -0.13 -0.32 0.43 -0.928
O -0.471 0.913 -0.414 -2.81 -1.06 0.07 -0.668
C 0.073 -0.406 -0.262 3.94 -1.14 1.35 -0.139
C 1.517 -0.147 0.345 -1.44 0.48 -2.93 -0.060
O 2.344 -1.090 -0.252 -0.44 -1.00 -0.51 -0.727
H -2.768 0.691 -1.189 0.92 -0.34 -0.61 -0.015
H -0.387 -1.056 0.463 -0.73 0.58 0.29 0.229
H 0.209 -1.120 -1.091 -0.34 1.35 -0.79 0.209
H 1.455 -0.206 1.365 0.02 -0.61 2.80 0.158
H 1.758 0.886 0.147 0.45 0.38 -0.52 0.164
H 3.272 -0.949 -0.170 0.85 0.50 0.40 0.482
```
Forces are in eV/Å.

Calculated values
- energy relative to the best compared isomer or geometry (same formula, charge and spin) (kcal per mole) = 36.7
- frontier orbital gap (eV) = 11.5
- SMILES string = O=[SH](=O)OCCO
- charge = 0
- M (g mol⁻¹) = 126.133

Entry 9:
A molecular structure, C2H6OS in a non-equilibrium geometry, computed with ωB97M-V/def2-TZVPD.

Geometry as XYZ:
```
10
Properties=species:S:1:pos:R:3:forces:R:3:nbo_charge:R:1
C -0.166 -0.962 -0.084 -0.10 -0.76 -1.31 -0.590
C 0.213 0.424 0.464 9.91 -2.71 -0.63 -0.089
H -1.424 0.819 0.082 -3.43 -3.25 -0.85 0.178
H 0.377 -0.982 -1.101 -1.53 -0.05 1.13 0.219
H -0.076 -2.020 0.289 1.05 1.46 0.80 0.238
H -0.435 0.848 1.153 -0.82 1.25 1.03 0.210
H 1.347 0.231 1.161 -3.05 0.88 -1.80 0.153
H 1.554 1.151 -1.252 -4.24 -0.26 3.06 0.506
O 0.557 1.247 -0.742 2.29 -0.02 -0.35 -0.775
S -1.947 -0.756 0.031 -0.07 3.47 -1.08 -0.049
```
Forces are in eV/Å.

Calculated values
- energy relative to the best compared isomer or geometry (same formula, charge and spin) (kcal per mole) = 93.9
- frontier orbital gap (eV) = 8.9
- charge = 0
- M (g mol⁻¹) = 78.136

Entry 10:
2 unconnected molecules or ions with the total composition C2H6P2 in a non-equilibrium geometry, computed with ωB97M-V/def2-TZVPD.

Geometry as XYZ:
```
10
Properties=species:S:1:pos:R:3:forces:R:3:nbo_charge:R:1
C -1.008 0.215 0.059 -0.74 -2.38 -3.27 -0.381
C -1.850 -0.537 0.741 0.88 -1.29 -0.40 -0.390
P 2.296 -0.736 -0.170 0.42 0.88 0.50 0.048
P 3.173 0.947 0.585 -0.25 0.21 0.12 0.016
H -0.758 -0.172 -0.998 -0.09 0.88 1.75 0.188
H -0.690 1.167 0.298 0.71 1.77 0.72 0.192
H 4.574 0.968 0.187 -0.69 -0.53 -0.07 -0.028
H -2.094 -0.294 1.744 -0.61 0.12 0.71 0.192
H -2.065 -1.555 0.346 -0.23 0.94 0.49 0.197
H 3.498 -1.140 -0.712 0.60 -0.61 -0.55 -0.034
```
Forces are in eV/Å.

Calculated values
- energy relative to the best compared isomer or geometry (same formula, charge and spin) (kcal per mole) = 26.1
- frontier orbital gap (eV) = 8.7
- charge = 0
- M (g mol⁻¹) = 92.018

Entry 11:
A single C2H6P2S molecule in a non-equilibrium geometry, computed with ωB97M-V/def2-TZVPD.

Geometry as XYZ:
```
11
Properties=species:S:1:pos:R:3:forces:R:3:nbo_charge:R:1
C -2.177 1.032 -0.860 1.65 -0.80 -0.34 -0.693
P -1.253 0.037 0.335 -1.17 0.88 -0.25 0.246
P 0.217 1.722 0.406 -0.55 0.44 0.34 0.113
S 1.931 0.885 -0.367 0.50 -0.87 -0.10 -0.050
C 1.966 -0.808 0.416 -0.72 0.66 -0.89 -0.709
H -1.716 1.276 -1.851 -0.60 -0.42 1.08 0.216
H -3.224 1.182 -0.699 -0.33 0.54 0.01 0.202
H -2.085 0.400 1.499 0.76 -0.20 -0.78 0.004
H 0.984 -0.745 0.850 -0.07 -0.89 0.61 0.220
H 2.731 -0.929 1.151 0.49 0.26 0.43 0.225
H 2.001 -1.634 -0.299 0.04 0.40 -0.12 0.226
```
Forces are in eV/Å.

Calculated values
- energy relative to the best compared isomer or geometry (same formula, charge and spin) (kcal per mole) = 39.9
- frontier orbital gap (alpha / beta) (eV) = 7.3 / 6.9
- SMILES string = C=[PH]=PSC
- charge = 0
- M (g mol⁻¹) = 124.085

Entry 12:
A single C2H6S molecule, computed with ωB97M-V/def2-TZVPD.

Geometry as XYZ:
```
9
Properties=species:S:1:pos:R:3:forces:R:3:nbo_charge:R:1
C 0.462 1.591 -0.505 -0.55 0.03 0.24 -0.620
C 0.264 0.539 0.583 -0.04 0.05 -0.21 -0.492
S -0.367 -1.043 -0.120 0.31 0.21 0.02 -0.070
H -0.506 1.745 -0.986 0.24 -0.16 -0.52 0.211
H 1.260 1.326 -1.193 -0.19 -0.10 -0.27 0.214
H 0.698 2.576 -0.097 0.19 -0.18 0.33 0.217
H 1.199 0.368 1.109 -0.04 -0.13 0.16 0.209
H -0.510 0.885 1.254 0.07 0.11 0.38 0.206
H -0.282 -1.777 1.006 0.00 0.18 -0.13 0.124
```
Forces are in eV/Å.

Calculated values
- energy relative to the best compared isomer or geometry (same formula, charge and spin) (kcal per mole) = 0.7
- frontier orbital gap (eV) = 10.1
- SMILES string = CCS
- charge = 0
- M (g mol⁻¹) = 62.137